Entry from the OMol25 dataset: C6H8OS as an isolated structure (ωB97M-V/def2-TZVPD).

Element x y z (Å)
C 1.96402 1.01677 0.59102
C -1.05911 -1.13789 1.25363
H 0.09721 -0.71875 -2.90559
H 2.81495 0.95187 1.32816
H -1.56312 -1.65641 2.07381
C 0.08893 -0.50100 1.71896
C -1.46123 -1.04924 0.00282
S -0.73244 0.29448 -0.88202
H -2.39444 -1.56331 -0.34974
C -0.71005 -0.07665 -2.58324
H 1.50307 2.01814 0.18976
C 0.77526 0.25215 0.83064
H -0.81728 0.81124 -3.09205
H 0.52819 -0.76911 2.71271
H 2.48926 0.67667 -0.30451
O -1.52322 1.45104 -0.58436

Results
* F_max: 5.07 eV Å⁻¹
* HOMO energy (alpha / beta): -7.851 / -7.852 eV
* energy: -19228.0967 eV
* energy above the lowest of the compared OMol25 structures with the same formula, charge and spin: 142.2 kcal per mole
* Kohn-Sham gap (alpha / beta): 0.2815 / 0.2815 Eh